[1]
A cluster of 5 separate species, C48H77IN4O9S in total in a non-equilibrium geometry, computed with ωB97M-V/def2-TZVPD.

XYZ file:
```
140
C48H77IN4O9S (ωB97M-V/def2-TZVPD)
I -2.29441 -0.10982 -6.77504
S -3.31841 -3.14062 3.89623
O 4.70529 -2.86978 2.86713
O 4.41660 -1.43740 4.51684
O -0.73333 3.75984 5.53061
O 3.44113 1.63483 -6.31932
O -2.04510 2.76095 6.97816
O 1.98644 5.09742 0.38204
O 2.73616 3.03920 0.45956
O 5.60524 1.32512 -6.12489
O -2.84617 -2.97690 -3.69630
N -3.98188 2.01529 -1.44002
N -3.48275 -1.39412 1.90060
N -3.61340 -3.40245 -0.08490
N -3.43443 -5.02905 1.58152
C -0.24860 2.45168 2.95699
C 1.50047 0.31470 -6.98872
C -1.08992 -6.27871 -1.39337
C 0.40112 2.70547 7.32413
C 4.99914 -3.15419 1.49844
C 6.47322 -3.42514 1.27897
C -1.75108 -5.31259 -2.37085
C -3.47832 1.16206 -4.23903
C 5.55082 -0.56285 2.63710
C -1.24015 3.17711 0.72562
C -3.67254 -2.07544 -0.42087
C -4.14630 -0.07662 -3.64014
C -2.25711 1.83411 8.04414
C -1.81797 -5.97454 -3.78384
C 1.14017 0.37601 3.13699
C 4.82559 -1.64269 3.40875
C -3.97880 -2.82135 -2.81806
C 2.93391 4.19737 0.70463
C -3.49897 -3.68820 1.17689
C -3.84521 -1.71937 -1.78278
C 0.97045 -2.63031 -2.14749
C 0.43567 -1.81891 4.14057
C 2.03309 6.46789 0.78428
C 4.63319 0.33532 -8.04780
C -3.67128 1.16333 -5.75088
C -3.45248 -2.65827 2.16920
C -0.88684 -1.70730 -3.29295
C 1.19701 -0.27891 -2.99406
C 0.79305 1.53998 2.26150
C 2.86426 7.30704 -0.16425
C 4.61263 1.15086 -6.77463
C -3.93218 -0.38411 -2.15996
C -3.67996 0.27383 0.19517
C 0.71518 -0.88284 2.98922
C -2.16506 2.50160 9.40106
C 4.24204 4.67189 1.29327
C 2.23736 1.63291 -7.09149
C 0.27715 -3.82804 -1.98511
C -3.85133 0.61063 -1.13641
C -0.82079 3.10065 6.52773
C 0.40611 -1.54345 -2.80886
C -3.59672 -1.09281 0.56926
C -1.58041 -2.89943 -3.13085
C -1.54104 2.64907 2.14842
C -1.01196 -3.99855 -2.48159
C -3.57853 1.32939 1.26583
C 0.52702 -1.46253 1.60076
C -2.22004 1.28706 2.01642
H 2.12965 -0.33705 -2.44423
H -1.37728 -0.89520 -3.81287
H 5.08272 0.38975 2.87294
H -4.80132 2.17937 -2.00875
H -4.28756 -5.28572 2.06322
H -3.31398 -5.62673 0.77379
H 2.44150 1.91457 -8.12581
H -0.14407 -6.65938 -1.77330
H 4.42369 -4.04857 1.26378
H 5.50798 -0.67818 1.55678
H 4.96750 4.78568 0.48890
H -2.87294 3.32828 9.46184
H -0.55453 1.91372 3.85296
H -0.05325 -1.31115 4.96081
H 4.62203 -2.36142 0.85010
H 3.83815 0.57858 -8.74844
H -1.17138 2.91233 9.58068
H -0.85431 -5.75922 -0.46299
H 0.67913 3.53341 7.97510
H 1.62599 2.42776 -6.66698
H -3.18126 2.34294 -1.96330
H 3.90548 6.98439 -0.18060
H 5.57768 0.52130 -8.55294
H 0.26998 -2.51845 1.62510
H -2.84236 -6.01008 -4.14531
H -5.22145 -0.08399 -3.83620
H -4.27203 -3.76365 -2.37142
H 6.66006 -3.69808 0.24002
H -2.18474 3.34048 2.69187
H 1.36384 -2.28885 4.48156
H 0.55616 0.35945 -7.53255
H 2.36782 6.55518 1.81894
H 7.08238 -2.55406 1.52026
H -2.43230 1.24369 -3.95210
H 0.79539 -4.61315 -1.45732
H 0.42907 1.19130 1.30005
H -0.99213 2.32155 0.09782
H -3.99643 2.05103 -3.89305
H 4.59714 3.91134 1.98463
H 0.63931 0.62064 -2.74771
H 1.21207 2.51631 6.62459
H -0.17859 -2.63114 3.76187
H 1.83203 0.59026 3.95174
H -2.77801 -5.18191 -2.05679
H 1.66261 2.15846 2.03343
H 4.57245 -0.72065 -7.78867
H -2.13717 3.62332 0.30253
H -1.20014 -5.46154 -4.51301
H -4.66947 0.79530 -5.96767
H -1.74257 -7.11633 -1.16121
H -3.75086 2.30900 0.84665
H 1.49287 -1.39691 1.10382
H 1.47535 -0.20136 -4.04763
H 2.09189 -0.50951 -7.38978
H 2.48145 7.21561 -1.18066
H -1.58242 0.98142 7.95452
H -2.42159 0.91607 3.02148
H 6.80488 -4.24055 1.92184
H -4.52355 -2.73758 4.32757
H -4.39158 1.14685 1.96937
H 2.83418 8.35654 0.12964
H -2.38998 1.78725 10.19351
H 0.99826 6.80573 0.76300
H -3.26474 1.45076 7.89209
H 1.28768 0.08120 -5.94580
H -4.78982 -2.51387 -3.47329
H 0.27511 1.80583 7.92154
H -1.58233 0.54217 1.55229
H -3.74050 -0.91748 -4.19379
H -0.16452 -0.90165 0.97287
H 4.17122 5.60454 1.84780
H 1.97985 -2.54465 -1.76929
H -0.40714 3.87436 0.72315
H 6.59186 -0.53943 2.95676
H -3.62983 2.16004 -6.17216
H -1.49778 -7.01188 -3.70356
H 0.17335 3.39636 3.28227
```

As for the frontier orbital gap: 7.28 eV. The calculation puts the HOMO energy at -7.33 eV. The value obtained for the total energy is -3467.243151 Eh. As for the SMILES: CC(C)=CCC[C@@H](C)CCc1c(N)c(CCCI)c(COc2cc(C)ccc2C(C)C)c2nc(N)c(S)nc12.CCOC(C)=O.CCOC(C)=O.CCOC(C)=O.CCOC(C)=O. As for the largest force on an atom: 1.4 eV/A.


[2]
A structure of composition C48H78N2P3S3Tl, computed with ωB97M-V/def2-TZVPD.

XYZ file:
```
135
C48H78N2P3S3Tl (ωB97M-V/def2-TZVPD)
Tl -0.23843 -0.12796 0.36817
S -1.39556 -1.99419 -2.42010
S -1.85067 1.23641 -2.93501
S -1.00208 -0.54622 -5.67984
P 1.78555 0.31811 -1.23635
P -1.13914 1.92677 1.73512
P -0.65769 -2.31768 2.00255
N -2.78318 0.39405 -0.70342
N 1.46682 0.92548 1.66792
C 1.64451 3.08676 -1.22635
C -2.99446 1.81684 1.89070
C -2.46009 -3.86460 0.48355
C 1.33252 0.83553 5.39791
C -0.72592 3.63457 1.20982
C -5.38163 1.82893 -0.60830
C -3.85092 -0.02110 0.23347
C -0.37509 1.69415 7.05319
C 0.77890 -4.83145 1.82796
C 1.07783 1.05579 2.99240
C 2.00723 -0.98965 -2.50180
C -1.72024 -1.38814 4.42050
C -3.49497 0.37513 1.68220
C 0.72654 -3.36549 1.38877
C 2.06070 -2.66778 1.67192
C -1.61984 -2.20226 -5.28539
C 0.09566 1.44521 5.64499
C -7.61980 0.26350 -0.12952
C -6.35007 -0.24345 0.11190
C 1.81461 0.64054 4.12301
C 4.41620 0.14260 -0.41037
C -0.66743 1.79047 4.54786
C 3.20870 -0.85690 -3.45151
C -0.80453 4.64369 2.35550
C 6.91324 0.23256 -0.02701
C -3.08435 0.18931 -2.13683
C 3.89413 1.18202 2.08928
C 5.48797 0.42539 0.41791
C -3.65961 2.43899 3.12463
C -5.21996 0.53298 -0.12232
C -7.77105 1.55623 -0.61019
C -1.06889 -2.82225 -4.01266
C -0.21832 1.57232 3.23563
C 1.43488 2.04025 -3.51328
C -6.65031 2.33899 -0.85004
C 2.04502 1.91976 -2.11906
C -3.04933 -1.27934 -2.55522
C -2.53473 1.57852 -4.56572
C 2.79203 0.80155 1.29731
C -1.56409 4.07531 0.00727
C -2.47596 -4.32768 2.93825
C 0.15696 -3.07567 4.62282
C 5.18808 0.99063 1.66227
C 2.00726 -2.37307 -1.86802
C -0.42748 -1.92932 3.79101
C -2.25420 -3.25251 1.86423
C -2.51777 0.44726 -5.60283
C 3.08656 0.34690 -0.00782
H 1.12135 -2.54694 -1.26591
H 0.35718 1.94778 -3.48937
H 3.13685 1.90583 -2.21091
H -3.01386 -2.47969 2.01114
H -1.82719 4.77694 2.70960
H 3.47822 0.17179 -3.68885
H -2.64411 1.39497 -0.58478
H -2.77514 -0.32660 2.09541
H -3.53316 1.80555 4.00260
H -2.01666 -0.43679 3.98936
H 6.98067 -0.48217 -0.84679
H -3.89695 -1.11080 0.19837
H -1.62729 2.25598 4.71948
H 0.55794 3.13149 -1.13801
H -1.93453 2.41773 -4.92041
H -1.58338 3.33424 -0.79740
H 1.93422 0.50984 6.24062
H -1.15243 4.99642 -0.40854
H -4.73212 2.51876 2.93587
H 2.76646 0.14256 3.99076
H 2.86400 -3.20426 1.16603
H -2.59376 4.29177 0.30095
H -4.40520 0.24529 2.27182
H 0.29640 -1.11653 3.78593
H -0.17740 4.35693 3.19917
H 4.08767 -1.35118 -3.03934
H 0.19010 -2.74675 5.66282
H -0.43959 -3.98437 4.58638
H -2.70881 -2.18784 -5.29505
H -3.28588 3.43459 3.35524
H 0.01972 -2.84209 -4.06765
H -3.43140 -4.81323 2.73090
H 6.00131 1.30252 2.30940
H 3.72870 1.66473 3.04294
H -1.54166 -1.21782 5.48282
H -8.75941 1.95210 -0.80225
H 2.97116 -1.35705 -4.39209
H 1.81673 1.29727 -4.21337
H -3.37727 -1.35268 -3.58914
H -2.55891 -2.07795 4.34007
H 4.62582 -0.19984 -1.41517
H -3.55308 1.95614 -4.45475
H 1.67983 3.02714 -3.91162
H -3.32966 2.41489 1.03471
H -1.32034 2.23526 7.06608
H -3.76588 -1.85157 -1.96190
H -0.45939 5.61402 1.99254
H 1.98268 4.02322 -1.67212
H 2.88768 -2.50622 -1.23705
H 0.31698 3.53454 0.90310
H 1.17442 -3.32344 4.32990
H 7.53424 -0.13442 0.79028
H 0.55239 -3.36563 0.31080
H -6.23801 -1.25681 0.48766
H -4.06741 0.59730 -2.38137
H -4.51905 2.45776 -0.81116
H 2.28960 -2.67093 2.73880
H -2.52458 -3.93229 3.94805
H -3.49720 -4.19389 0.38868
H -1.82643 -4.74259 0.33893
H -2.65823 0.89900 -6.58474
H -8.49252 -0.34981 0.05446
H -1.33227 -2.86196 -6.10522
H 0.35380 2.27937 7.61434
H 2.08438 3.00682 -0.23036
H -1.40789 -3.85564 -3.94132
H 1.09254 -0.85778 -3.09245
H -0.15192 -5.36341 1.64551
H 2.09593 -1.62942 1.33614
H 7.34825 1.17350 -0.36900
H 2.04016 -3.14118 -2.64416
H -6.76407 3.34690 -1.22852
H -0.51866 0.75649 7.59474
H -3.36284 -0.22538 -5.45978
H 1.55525 -5.33391 1.24799
H -2.24404 -3.17561 -0.32404
H 1.03686 -4.93802 2.87902
H -1.71044 -5.09959 2.91589
```

As for the frontier orbital gap: 5.60 eV. The charge is +2. The calculation puts the HOMO energy at -11.57 eV. The value obtained for the total energy is -4375.984820 Eh. As for the largest force on an atom: 0.6 eV/A.


[3]
A structure of composition C48H80BrCl3F2N3O24S in a non-equilibrium geometry, computed with ωB97M-V/def2-TZVPD.

XYZ file:
```
162
C48H80BrCl3F2N3O24S (ωB97M-V/def2-TZVPD)
Br -3.64358 -3.46907 -1.46569
Cl -6.14676 -3.30732 -2.87740
Cl -2.32633 -0.43535 -5.73309
Cl -6.90647 -1.86241 -5.24452
S -1.64906 2.34995 -3.76511
F -3.72654 1.05710 -3.93049
F -1.55787 2.26219 -5.29895
O 1.11391 -3.64215 -1.00775
O -0.33368 2.38868 -3.24238
O 4.38374 -3.30188 5.72207
O 4.21081 0.07338 -2.54023
O 2.45632 -2.99660 6.84362
O 0.67464 2.35555 5.86741
O 1.98185 -5.02131 0.45469
O 3.13648 -5.06034 6.25390
O 7.90308 -1.91514 3.43505
O 6.76138 -1.49595 1.53175
O 5.15035 0.92174 -4.39831
O 3.61046 8.88211 3.84327
O 2.10549 3.80114 4.89507
O -2.92248 -3.75438 -6.37132
O 2.96308 0.52119 -4.36660
O 0.02028 3.64085 4.13739
O -2.59292 3.36221 -3.44772
O -2.15299 1.41400 0.32181
O 1.55629 8.72438 3.00731
O 8.96031 -1.16070 1.59778
O -1.57268 -1.31580 4.00317
O -2.16819 -0.73512 6.06137
O 2.18060 7.36820 4.69468
O -3.65610 -0.56759 4.37646
N -2.96182 0.76308 -1.86806
N -2.78558 -1.74740 -3.44539
N -3.36115 -6.15395 -5.57713
C -0.35738 -1.28658 4.78139
C 7.08911 -0.78247 0.31896
C 0.04151 -3.95650 1.17809
C 4.13622 -5.53766 5.33851
C -3.75159 -5.15076 -4.57138
C -3.79579 -1.69710 -2.40642
C -0.49305 -0.66432 -3.70996
C 0.10882 4.85090 2.05684
C 4.11901 0.46797 -3.65973
C 0.59780 4.78569 3.47959
C -2.04113 -0.60123 -3.88099
C -0.02768 -0.71576 7.23580
C -0.88137 -1.38936 6.19503
C 1.14115 -4.25357 0.20701
C 6.26403 -1.27681 -0.84180
C 8.57616 -1.04351 0.22292
C 6.00342 -4.24730 4.17133
C -5.96836 -2.10642 0.85005
C -3.28983 -0.67488 -1.28158
C -5.79891 -0.95865 -4.14762
C 0.91438 3.18612 5.05357
C 1.69936 10.10309 1.00564
C 2.12109 9.92642 2.44144
C -1.99409 1.63301 -1.01242
C 0.15108 -1.96211 -3.17622
C -2.58958 2.52458 1.14327
C 2.07428 4.51668 3.65282
C 2.42693 8.24195 3.92488
C -2.41435 -2.98126 -4.14033
C 7.88051 -1.55880 2.30073
C 1.44507 -2.24767 -0.95746
C -6.61159 0.30322 -3.78588
C 3.20955 1.27817 -5.57162
C -2.57024 -0.84923 4.78685
C 1.43012 -1.65398 -2.35423
C -4.58782 -1.42593 0.93144
C -5.38240 -1.66777 -2.81971
C 2.34970 0.78401 -6.70717
C -1.94454 -1.12339 -0.66878
C -2.75141 1.95309 2.53459
C 5.19598 -4.45975 5.42450
C 3.25490 -3.71768 6.32430
C -4.35382 -0.39747 -0.19011
C -2.56982 0.77195 -3.30916
C 4.69695 1.06342 -5.75318
C 3.60033 9.67950 2.65143
C -3.45069 -3.69187 -5.03879
C -7.10043 -1.11048 1.21985
H 2.24617 10.92664 0.54705
H 2.32644 -1.95792 -2.89205
H 5.20046 1.89902 -6.23117
H 4.04605 9.09949 1.83974
H -4.57780 -0.90867 1.89580
H -6.16458 -2.46370 -0.16138
H 2.44103 -2.13844 -0.51559
H 5.36016 -3.89997 3.36059
H 0.24227 3.87752 1.57887
H 4.48875 -6.51820 5.64656
H 0.28727 -2.10967 4.50552
H 6.32840 -2.36472 -0.91267
H -7.53148 -1.34655 2.19047
H 2.64496 1.25646 -7.64354
H -5.97756 -2.93385 1.55971
H 4.92432 0.14293 -6.29498
H -2.05924 1.11347 2.62415
H -0.56492 -4.85557 1.30822
H -0.44483 -0.87032 8.23073
H -0.97928 1.36271 -1.29910
H -1.81356 -2.19530 -0.67861
H -1.90885 -3.70960 -3.50209
H 2.43798 -0.29819 -6.81096
H -6.02157 -1.24613 -2.05240
H -0.04592 -0.41413 -4.67053
H -3.25997 -2.98236 -6.83809
H 0.15219 -0.33769 4.59822
H 0.30871 5.68052 4.03297
H 0.01713 0.35869 7.05638
H -0.20625 0.09524 -2.98175
H -1.61387 -2.72323 -4.83416
H 9.12862 -0.23614 -0.25001
H 0.63352 10.31823 0.94099
H 1.29917 1.01261 -6.52395
H 1.52666 -0.57490 -2.19534
H 0.98122 -1.12605 7.21273
H -6.13208 0.89555 -3.00635
H -4.11446 -6.24497 -6.24966
H -1.06796 -2.43191 6.46418
H -4.81842 -5.23428 -4.35102
H 6.60211 -0.83485 -1.77660
H 3.69195 -5.60618 4.34233
H -0.62379 -3.14758 0.87761
H -0.95616 5.08603 2.04047
H 4.17503 10.58867 2.80451
H -4.40378 -3.16448 -5.11887
H -3.32425 -7.05346 -5.10929
H -2.51840 2.68460 3.30592
H 1.88586 9.19045 0.43784
H 0.63789 5.60784 1.47788
H 6.76445 -3.48668 4.32298
H 5.85272 -4.63035 6.28151
H -7.89034 -1.14012 0.46581
H -4.96639 -0.75900 -4.79474
H -7.60858 0.01531 -3.45292
H 0.43420 -2.65158 -3.96885
H 2.99038 2.32661 -5.35328
H 6.49142 -5.17412 3.86634
H 8.80212 -1.98527 -0.28232
H -1.82946 3.30862 1.12821
H 0.45986 -3.71144 2.15539
H 5.22079 -1.02020 -0.69966
H -3.51504 2.96387 0.74976
H -3.86314 1.25369 -1.85636
H -3.76020 1.56688 2.68103
H -5.30033 -0.07295 -0.64213
H -3.80583 -2.18106 0.98851
H 0.74748 -1.73128 -0.28234
H -0.55480 -2.46108 -2.50898
H -2.20731 2.67737 -1.24856
H -6.73577 -0.08026 1.24633
H 2.66739 5.41854 3.71968
H -1.90826 -0.81119 0.37139
H 6.89338 0.27892 0.49917
H -4.04917 0.50135 0.33143
H -6.71850 0.93227 -4.66944
H 1.77797 10.76825 3.04751
H -1.08656 -0.70029 -1.19058
H -3.17654 -5.36934 -3.67106
H 2.48227 3.86404 2.87398
```

As for the frontier orbital gap: 8.31 eV. The charge is +1. The calculation puts the HOMO energy at -11.00 eV. The value obtained for the total energy is -8399.265142 Eh. As for the largest force on an atom: 3.0 eV/A.